86
Properties=species:S:1:pos:R:3:lowdin_charge:R:1 method="wB97M-V/def2-TZVPD" spin_multiplicity=2 homo_lumo_gap_ev="7.375 / 6.356" s_squared=0.77 total_charge=-1 e_homo_ha="-0.1856 / -0.2015" de_lowest_kcal_mol=0.00
Hf 0.38630 0.50398 -0.17788 1.2472
C -1.13110 5.92172 -1.74130 -0.0902
C -2.06744 4.80068 -2.14000 -0.3097
O -2.65940 4.17648 -0.99241 -0.3181
P -2.06436 2.80307 -0.39557 -0.0963
S -0.26801 3.08937 0.42340 0.3721
S -1.97897 1.36961 -1.74348 0.3354
O -3.18705 2.48675 0.67261 -0.3186
C -3.16756 3.07719 1.99304 -0.2955
C -4.42719 2.64564 2.69945 -0.0800
H -0.73768 6.40418 -2.63931 0.0748
H -0.29819 5.53688 -1.15510 0.0382
H -1.66111 6.67066 -1.15216 0.0761
H -1.56220 4.04057 -2.74038 0.0649
H -2.90307 5.17891 -2.73009 0.1156
H -3.10952 4.16398 1.88956 0.1120
H -2.28439 2.71477 2.51747 0.0864
H -5.31220 2.96956 2.14968 0.0740
H -4.45008 3.08548 3.69809 0.0788
H -4.42832 1.56237 2.80542 0.0618
O 1.10885 -1.33964 0.98498 -0.4658
P 1.42523 -0.46944 2.24255 0.1644
O 2.55454 -0.83154 3.10253 -0.2608
O 1.43147 0.94168 1.55482 -0.4524
O 0.04338 -0.48825 3.11382 -0.2420
P -1.43140 -0.47631 2.46830 0.2356
O -1.78574 -2.03880 2.28560 -0.1172
O -2.40249 0.17718 3.35522 -0.2561
O -1.25254 0.02234 1.03234 -0.5005
H 2.56101 -1.90599 0.39081 0.0125
H -2.34615 -2.31684 3.01788 0.0767
C -0.93367 -3.21315 -4.57422 -0.1443
C -0.47280 -1.95591 -3.84602 -0.5540
C -1.11626 -0.70322 -4.43332 -0.1752
Sb -0.62760 -1.97742 -1.68567 1.5539
C 0.64532 -3.67910 -1.24823 -0.5299
C -0.05411 -5.03150 -1.17485 -0.1444
C 1.83558 -3.72475 -2.20333 -0.1495
C -2.57791 -2.75626 -1.12983 -0.5461
C -3.57820 -1.64656 -0.82412 -0.1739
C -3.19116 -3.77287 -2.08670 -0.1500
H -0.59454 -3.18581 -5.61564 0.0765
H -2.02104 -3.28826 -4.58883 0.0569
H -0.54190 -4.12565 -4.12334 0.0494
H 0.61327 -1.86690 -3.95558 0.0741
H -2.19623 -0.68750 -4.26128 0.0662
H -0.95545 -0.66294 -5.51619 0.0749
H -0.70350 0.20813 -3.99799 0.0193
H 1.00256 -3.42294 -0.25017 0.0599
H -0.40238 -5.36162 -2.15686 0.0561
H -0.90680 -5.02712 -0.49425 0.0625
H 0.65001 -5.78819 -0.81385 0.0774
H 1.52538 -4.02406 -3.20799 0.0616
H 2.56673 -4.45943 -1.85303 0.0838
H 2.35396 -2.76800 -2.26853 0.0365
H -2.32078 -3.24797 -0.18653 0.0667
H -3.86356 -1.10913 -1.73141 0.0560
H -3.18956 -0.91487 -0.11885 0.0308
H -4.48900 -2.08273 -0.39814 0.0781
H -3.53700 -3.28330 -2.99935 0.0643
H -4.06900 -4.23224 -1.61868 0.0762
H -2.50737 -4.57225 -2.36921 0.0471
N 9.02155 -0.14950 2.74608 0.0785
C 7.87856 -0.31954 1.95383 -0.3309
C 7.98195 -0.36431 0.56374 -0.0449
C 6.85591 -0.57861 -0.21331 -0.0772
C 5.62445 -0.76256 0.39392 -0.3221
C 5.50039 -0.70890 1.77690 -0.0510
C 6.62877 -0.49586 2.54844 -0.0266
S 4.15657 -0.93265 -0.62969 0.8692
O 3.50592 -2.14656 0.14393 -0.2624
O 4.68290 -1.35266 -1.93313 -0.4421
N 2.11249 -0.36733 -1.37099 -0.1873
C 2.18069 0.66448 -2.18999 -0.8313
S 3.35175 1.10309 -3.41414 1.0365
C 2.39102 2.49967 -3.78524 -0.4018
C 1.27851 2.55380 -3.01678 -0.2470
N 1.16536 1.53374 -2.11875 -0.1468
H 9.76909 0.35015 2.29148 0.0779
H 8.83156 0.22481 3.66231 0.0796
H 8.95109 -0.23809 0.09350 0.1035
H 6.92444 -0.62542 -1.29226 0.1033
H 4.53216 -0.83574 2.25196 0.0810
H 6.54015 -0.46609 3.62878 0.1116
H 2.70483 3.21180 -4.53009 0.0556
H 0.51808 3.31837 -3.05045 0.0902

***

101
Properties=species:S:1:pos:R:3:lowdin_charge:R:1 method="wB97M-V/def2-TZVPD" spin_multiplicity=1 homo_lumo_gap_ev=5.156 total_charge=-1 e_homo_ha=-0.1346
C 3.41045 -0.91247 3.21952 -0.0974
B 3.89992 -1.57011 1.79047 -0.3971
O 4.74519 -2.76274 1.78917 -0.0477
B 3.40455 -0.91568 0.33963 -0.5716
C 4.16026 0.51359 -0.04607 -0.1557
C 3.06861 1.37912 -0.88683 -0.3380
N 2.48391 2.49155 -0.09062 -0.0303
C 3.47603 -2.02568 -0.90563 -0.1382
C 2.36496 -3.18634 -0.70922 -0.2163
O 1.08459 -2.52873 -0.80046 -0.1662
C 0.01864 -3.36907 -0.36739 -0.0994
C -1.30569 -2.59326 0.05362 -0.2468
F -1.52176 -2.87147 1.43453 0.0491
F -2.38773 -3.24149 -0.63170 0.0230
C -1.33236 -1.04257 -0.29024 -0.2256
F -0.33011 -0.31194 0.38243 0.1094
F -1.06499 -0.82540 -1.66924 0.0962
C -2.73821 -0.32417 -0.01892 -0.2545
F -2.53926 1.04673 -0.36592 0.0646
F -3.78100 -0.79070 -0.83342 0.0242
C -3.20652 -0.32714 1.50197 -0.2153
F -4.33881 0.54579 1.57098 -0.0216
F -2.26346 0.16745 2.40370 0.0703
H 2.74411 -1.71235 3.71702 0.0588
H 4.29862 -0.74874 3.90151 -0.0181
H 2.77334 0.02431 3.06208 -0.0412
H 4.12452 -3.50901 1.95621 -0.0413
H 2.24036 -0.62313 0.49208 0.0818
H 4.29893 1.07966 0.94194 0.0816
H 5.12851 0.35038 -0.62135 0.0783
H 3.54077 1.85136 -1.81868 -0.0279
H 2.22983 0.70571 -1.24668 0.0964
H 1.92263 2.15006 0.69587 0.0383
H 3.18247 3.17972 0.19870 -0.0087
H 3.23598 -1.44706 -1.87491 0.0995
H 4.52565 -2.45503 -0.97858 0.0958
H 2.53049 -3.96078 -1.54853 0.1199
H 2.53436 -3.74861 0.27263 0.1094
H 0.40163 -3.93994 0.55691 0.1449
H -0.27052 -4.18774 -1.11958 0.1491
H -3.60988 -1.36107 1.78070 0.1258
C 3.60917 -4.14180 5.26155 -0.9788
Cl 3.64859 -4.87681 3.65374 0.5664
Cl 4.96970 -4.68800 6.25529 0.4825
H 3.65840 -3.05852 5.15795 -0.0106
H 2.68010 -4.42426 5.75294 0.0294
C 5.09247 3.03007 -4.50205 -1.0069
Cl 5.22538 1.57317 -5.49591 0.4935
Cl 5.21415 2.64647 -2.78207 0.6029
H 5.89537 3.71421 -4.77021 0.0193
H 4.12895 3.49959 -4.69133 0.0294
C 1.57224 1.37729 5.54730 -0.9960
Cl 2.46011 2.64716 6.41331 0.4604
Cl 1.54755 1.66338 3.80449 0.5750
H 2.05042 0.41707 5.73875 0.0169
H 0.54747 1.35941 5.91316 0.0239
C -3.37640 3.88266 -2.21188 -1.0712
Cl -2.55140 5.13930 -1.27863 0.5034
Cl -3.32923 4.23851 -3.94550 0.5071
H -2.88302 2.92880 -2.03361 0.0179
H -4.41010 3.82698 -1.89510 -0.0661
C 5.14327 -8.12534 1.75816 -1.0187
Cl 4.45750 -6.64065 1.08873 0.5105
Cl 4.59026 -8.40214 3.41464 0.4864
H 4.83608 -8.96600 1.13919 0.0223
H 6.22843 -8.04373 1.75767 0.0274
C 5.92903 4.31488 2.29360 -1.0137
Cl 5.13070 4.99215 0.86909 0.5187
Cl 4.75558 3.84474 3.52889 0.4849
H 6.49816 3.43616 1.99522 0.0313
H 6.59854 5.06471 2.71069 0.0204
C -6.57364 3.23817 1.03465 -1.0391
Cl -6.80365 3.84795 2.67810 0.5117
Cl -5.09801 3.88808 0.31022 0.5914
H -6.49993 2.15271 1.06638 -0.1012
H -7.42672 3.53287 0.42596 0.0315
C 6.21046 0.24994 6.41296 -0.9828
Cl 6.04630 -1.50302 6.22997 0.5192
Cl 5.06797 1.10247 5.37267 0.5309
H 6.01513 0.51674 7.45000 0.0261
H 7.22274 0.54310 6.14119 0.0271
C -5.23201 2.82413 -7.23537 -1.0234
Cl -6.45988 4.07392 -7.47909 0.5047
Cl -4.51225 2.32918 -8.77163 0.5041
H -4.44918 3.21784 -6.58819 -0.0055
H -5.69642 1.95865 -6.76716 0.0286
C -5.50954 -2.91608 -3.02533 -1.0498
Cl -6.42861 -1.50208 -3.55919 0.4956
Cl -4.84464 -3.80313 -4.40182 0.5115
H -4.69083 -2.58592 -2.38864 -0.0056
H -6.16934 -3.57560 -2.46511 0.0200
C -7.43746 -1.59364 0.62282 -0.9583
Cl -5.77849 -2.20098 0.62146 0.6207
Cl -7.46302 0.17259 0.64529 0.6035
H -7.94309 -1.94462 -0.27485 0.0249
H -7.95205 -1.96729 1.50584 0.0313
C -9.67411 5.88400 -8.51285 -1.0416
Cl -11.26836 5.32342 -9.03245 0.4946
Cl -8.82915 6.71730 -9.82259 0.4954
H -9.79631 6.57124 -7.67810 0.0283
H -9.08248 5.02556 -8.20091 -0.0190

***

76
Properties=species:S:1:pos:R:3:lowdin_charge:R:1 method="wB97M-V/def2-TZVPD" spin_multiplicity=1 homo_lumo_gap_ev=5.747 e_homo_ha=-0.2155 de_lowest_kcal_mol=79.48
C 1.62284 -1.39271 -3.82368 -0.0595
C 1.29340 0.04132 -3.52196 -0.2454
H 1.93565 -1.56349 -4.86214 0.0736
H 0.73091 -2.00422 -3.59714 0.0785
H 2.41364 -1.73652 -3.14006 0.0810
C 0.67348 0.87746 -4.35771 -0.1525
C 0.21379 0.47118 -5.71397 -0.1300
H 0.42073 1.89407 -4.04032 0.0901
H -0.17918 -0.55952 -5.71434 0.0692
H 1.02230 0.52821 -6.45781 0.0710
H -0.58992 1.13297 -6.05244 0.0571
La -0.72772 -1.18895 1.73498 1.4112
Cl 2.10593 -1.06226 1.86252 -0.2062
Cl -2.98050 -2.68760 1.91829 -0.2623
C 0.79278 2.09818 2.12728 -0.2632
O -0.06971 1.19614 2.27626 -0.2591
N 0.46946 3.40320 2.01659 -0.1536
C -0.93506 3.79091 2.01048 -0.0291
C 1.46134 4.46540 2.13179 -0.0430
H 1.86556 1.87082 2.07454 0.1282
H -1.54460 2.95038 1.67407 0.0780
H -1.06538 4.64255 1.33132 0.0900
H -1.25546 4.09282 3.02031 0.0967
H 2.44704 4.06720 1.89499 0.0914
H 1.47616 4.88197 3.15110 0.0932
H 1.21576 5.27044 1.42825 0.0826
H -1.49814 -1.07721 -2.09726 0.0610
H -2.67053 1.57418 -3.37670 0.0950
C -2.57738 -1.00322 -1.90106 -0.0247
C -3.48193 1.18480 -2.73358 -0.0327
N -2.94632 0.39019 -1.62885 -0.1582
H -2.83296 -1.63569 -1.04317 0.0632
C -2.71682 0.91435 -0.41982 -0.2865
O -2.10216 0.30062 0.47668 -0.2505
H -4.05227 2.03680 -2.33611 0.0917
H -3.10324 1.94882 -0.26056 0.1548
H -3.13663 -1.31623 -2.78673 0.0917
H -4.13388 0.54622 -3.34509 0.0917
O 0.59061 -0.52881 -1.60794 -0.3522
C 1.45004 0.37626 -2.02164 -0.4877
C -0.07841 2.39535 -1.64223 -0.0557
C 1.19102 1.84370 -1.60146 -0.1529
H -0.94552 1.74442 -1.81910 0.0886
C -0.24967 3.77513 -1.49406 -0.0948
H 2.51065 0.14495 -1.75959 0.1244
C 2.29277 2.62933 -1.27317 -0.0361
H -1.24994 4.20605 -1.54780 0.0963
C 0.88056 4.59051 -1.31655 -0.1278
C 2.14311 4.01067 -1.19819 -0.1116
H 3.25715 2.13403 -1.12721 0.1158
H 0.75685 5.67434 -1.27673 0.0961
H 3.02810 4.63973 -1.05218 0.1031
Si 0.58234 -4.72974 0.35554 0.2054
Cl 0.00221 -2.77186 -0.34049 0.3611
C -1.06041 -5.55763 0.62975 -0.2246
C 1.66736 -4.54001 1.83493 -0.2190
C 1.44649 -5.66731 -0.99127 -0.2047
H -1.84692 -4.86590 0.97834 -0.0472
H -0.90735 -6.33860 1.39222 0.0355
H -1.40366 -6.03268 -0.30813 0.0407
H 0.79225 -5.85272 -1.85398 0.0377
H 1.70779 -6.63633 -0.53036 0.0442
H 2.36544 -5.18581 -1.34877 0.0388
H 1.61436 -3.56740 2.35315 -0.0501
H 2.71612 -4.66347 1.51358 0.0470
H 1.40500 -5.35094 2.53707 0.0405
C -0.80352 0.75190 5.35746 -0.2267
S 0.36137 -0.53455 4.88628 0.8731
C 0.44438 -1.57046 6.33879 -0.2307
O -0.50303 -1.45071 3.98140 -0.7945
H -0.40133 1.34603 6.18754 0.0683
H -1.73526 0.23647 5.62300 0.0734
H -0.96165 1.38743 4.47443 0.0394
H -0.53160 -2.06501 6.37852 0.0683
H 1.22458 -2.31384 6.12365 0.0677
H 0.68670 -1.00611 7.24627 0.0670